1.
Here is one molecule with the formula C20H23N5 in a non-equilibrium geometry from the Open Molecules 2025 dataset. Energies are from the ωB97M-V functional and the def2-TZVPD basis.

Geometry as XYZ:
```
48
Properties=species:S:1:pos:R:3:forces:R:3
C 4.919 1.167 -0.441 0.2 0.1 0.1
C 3.647 1.455 -0.641 -0.1 0.0 -0.2
C 2.775 0.796 -1.668 -0.1 0.1 0.2
C 1.596 0.056 -1.070 -0.3 0.3 -0.2
C 1.733 -1.298 -0.694 -0.4 -0.3 0.2
C 3.055 -1.990 -0.809 0.0 0.0 0.0
C 0.655 -1.977 -0.146 0.3 0.8 -0.3
C 0.776 -3.279 0.371 0.0 -0.5 0.2
N 0.905 -4.334 0.808 0.0 -0.3 0.1
C -0.620 -1.364 -0.129 -0.3 0.2 0.0
N -1.778 -1.878 0.188 0.3 -0.5 0.2
C -2.698 -0.911 -0.081 0.3 0.7 -0.2
C -4.086 -0.957 0.027 0.0 0.1 0.0
C -4.803 0.138 -0.402 -0.1 -0.1 0.0
C -4.172 1.253 -0.957 0.0 0.1 -0.1
C -2.798 1.328 -1.064 0.0 0.1 -0.1
C -2.061 0.255 -0.581 -1.0 -0.2 0.1
N -0.712 -0.036 -0.571 0.2 -0.5 0.1
C 0.392 0.712 -0.839 0.7 -0.1 -0.3
N 0.239 2.086 -0.914 0.1 -0.2 -0.4
C -0.298 2.770 0.254 0.0 0.1 0.6
C 0.523 2.493 1.525 -0.2 0.0 -0.2
N 0.504 1.074 1.832 0.1 0.2 0.2
C 1.711 0.601 2.476 0.0 0.0 0.0
C -0.672 0.686 2.587 0.0 0.0 0.0
H 5.507 1.668 0.309 0.1 0.1 0.2
H 5.433 0.423 -1.027 0.0 -0.2 -0.2
H 3.170 2.220 -0.040 0.0 0.1 0.1
H 2.407 1.555 -2.367 0.1 -0.1 -0.1
H 3.376 0.096 -2.248 0.0 0.1 -0.1
H 3.005 -2.977 -0.359 0.1 0.0 0.0
H 3.336 -2.107 -1.856 0.0 0.0 0.0
H 3.833 -1.414 -0.310 0.1 0.0 0.0
H -4.567 -1.838 0.418 -0.1 -0.1 0.0
H -5.881 0.129 -0.333 -0.1 0.0 0.0
H -4.774 2.072 -1.323 0.0 0.1 0.0
H -2.323 2.174 -1.538 0.0 0.1 0.0
H 1.093 2.531 -1.225 -0.1 -0.1 0.0
H -0.301 3.840 0.037 -0.1 -0.1 0.0
H -1.327 2.452 0.420 0.1 0.2 0.0
H 1.558 2.802 1.358 0.0 0.0 0.0
H 0.120 3.106 2.348 0.1 0.0 0.0
H 1.882 1.068 3.458 0.0 0.0 0.0
H 1.631 -0.476 2.615 0.1 -0.1 0.0
H 2.570 0.799 1.836 0.1 0.0 0.0
H -0.714 -0.400 2.647 -0.1 0.0 0.0
H -1.573 1.034 2.086 -0.1 0.0 0.0
H -0.662 1.095 3.609 0.0 0.0 0.0
```
Forces are in eV/Å.

* HOMO: -7.471 eV
* relative energy (zero: lowest compared OMol25 entry of this formula, charge and spin): 43.75 kcal per mole
* LUMO: 0.007 Eh
* SMILES: C=CCc1c(C)c(C#N)c2nc3ccccc3n2c1NCCN(C)C

---

2.
Here is one molecule with the formula C20H23N5O4S in a non-equilibrium geometry from the Open Molecules 2025 dataset. Energies are from the ωB97M-V functional and the def2-TZVPD basis.

Geometry as XYZ:
```
53
Properties=species:S:1:pos:R:3:forces:R:3
C 7.238 2.482 1.337 -0.3 0.0 -0.2
C 6.268 2.959 0.260 0.4 0.1 0.1
O 5.018 2.301 0.325 -0.3 -0.2 0.0
C 4.898 1.021 -0.112 -0.2 -0.2 0.0
C 5.883 0.295 -0.779 0.1 0.3 0.0
C 5.622 -1.002 -1.190 0.0 0.0 0.0
C 4.400 -1.600 -0.956 0.0 -0.1 0.0
C 3.407 -0.877 -0.293 0.6 0.3 -0.2
C 2.106 -1.438 0.009 -0.4 -0.3 0.2
N 1.227 -0.876 0.800 1.1 0.7 -0.1
N 0.140 -1.652 0.872 -0.5 -0.9 -0.2
C 0.342 -2.694 0.106 -0.1 0.0 0.0
S -0.725 -4.038 -0.170 -0.1 -0.2 -0.1
C -1.950 -3.758 1.147 0.1 0.0 -0.1
C -3.054 -2.782 0.729 0.4 -0.1 0.2
O -4.159 -3.190 0.434 -0.3 -0.1 -0.1
N -2.643 -1.500 0.753 0.2 0.2 0.1
C -3.363 -0.345 0.427 -0.2 0.4 -0.1
C -2.680 0.862 0.434 -0.1 -0.3 0.0
C -3.346 2.038 0.123 -0.3 0.1 -0.1
C -4.693 2.028 -0.198 -0.2 0.0 0.0
O -5.435 3.127 -0.517 -0.1 -0.3 0.0
C -4.800 4.379 -0.519 0.1 0.1 0.0
C -5.388 0.797 -0.205 0.1 0.3 0.0
O -6.707 0.869 -0.528 0.3 0.3 0.0
C -7.452 -0.325 -0.542 -0.1 -0.2 0.0
C -4.719 -0.372 0.106 -0.3 0.0 -0.1
N 1.579 -2.620 -0.468 -0.5 0.4 0.4
N 2.155 -3.551 -1.322 0.0 -0.4 -0.3
C 3.662 0.424 0.125 0.1 0.0 -0.1
H 8.158 3.058 1.283 0.1 0.0 0.0
H 6.792 2.620 2.319 0.0 0.0 0.1
H 7.472 1.428 1.213 0.1 -0.1 0.0
H 6.025 4.013 0.421 0.1 -0.1 -0.1
H 6.710 2.858 -0.738 -0.1 0.0 0.1
H 6.851 0.722 -0.987 0.1 0.1 0.0
H 6.396 -1.556 -1.701 0.1 0.0 0.0
H 4.220 -2.615 -1.267 0.1 0.0 0.0
H -1.406 -3.408 2.023 0.0 -0.1 0.1
H -2.394 -4.736 1.330 0.0 0.1 0.0
H -1.656 -1.333 0.982 -0.2 -0.2 0.0
H -1.630 0.886 0.682 0.1 0.0 0.0
H -2.793 2.963 0.135 0.0 0.1 0.0
H -5.571 5.099 -0.792 0.1 0.0 0.0
H -4.403 4.634 0.470 0.0 0.0 0.0
H -3.990 4.422 -1.255 0.0 0.0 0.0
H -7.061 -1.036 -1.276 0.0 0.0 0.0
H -7.469 -0.801 0.444 0.0 0.0 0.0
H -8.464 -0.035 -0.821 0.1 -0.1 0.0
H -5.228 -1.320 0.105 -0.1 0.0 0.0
H 1.774 -4.471 -1.110 0.1 0.2 0.1
H 1.939 -3.327 -2.293 -0.1 0.0 0.2
H 2.897 0.978 0.641 -0.1 0.1 0.1
```
Forces are in eV/Å.

* HOMO: -7.374 eV
* relative energy (zero: lowest compared OMol25 entry of this formula, charge and spin): 96.32 kcal per mole
* LUMO: 0.011 Eh
* SMILES: CCOc1cccc(-c2nnc(SCC(=O)Nc3ccc(OC)c(OC)c3)n2N)c1

---

3.
Here is one molecule with the formula C20H23NO5 in a non-equilibrium geometry from the Open Molecules 2025 dataset. Energies are from the ωB97M-V functional and the def2-TZVPD basis.

Geometry as XYZ:
```
49
Properties=species:S:1:pos:R:3:forces:R:3
C -4.223 -2.564 -1.887 -2.9 -8.3 -7.7
O -3.391 -1.721 -1.638 5.7 11.1 8.9
C -3.920 -0.958 -0.360 -2.4 -0.7 0.3
O -5.015 -1.237 0.280 6.4 1.0 -4.3
C -2.946 0.199 -0.083 -2.7 -4.7 -1.3
C -3.245 0.772 1.032 -1.6 8.5 6.7
C -2.497 2.013 1.497 2.5 -4.4 -5.1
C -1.228 2.355 0.997 -3.2 -7.1 -2.7
C -0.303 3.127 1.691 6.5 -1.6 -7.9
C -0.814 1.361 -0.174 -6.6 2.5 3.3
N 0.327 1.596 -0.748 7.3 -4.4 -5.9
C 0.970 2.682 -1.314 -3.3 5.5 6.0
O 0.469 3.901 -0.902 2.7 -5.8 -3.4
C 2.360 2.520 -1.807 -0.6 -6.5 -2.2
C 3.451 1.832 -0.863 -2.5 -2.8 -0.7
C 3.033 0.210 -0.480 1.6 16.0 2.6
C 3.328 -0.485 -1.379 0.5 -15.1 -6.9
C 2.839 -1.984 -0.923 4.2 0.0 -7.6
C 2.289 -2.266 0.218 -0.6 3.9 0.1
O 1.814 -3.415 0.558 -1.7 1.7 5.2
C 1.991 -4.429 -0.195 5.6 -8.6 2.1
C 1.982 -1.059 0.992 -2.9 -9.7 3.7
O 1.280 -1.650 2.150 1.0 5.5 -0.7
C 0.861 -0.574 3.059 7.0 8.1 -6.6
C 2.341 0.089 0.597 -2.4 5.1 8.8
C -1.772 0.437 -0.701 4.4 1.8 -0.4
H -5.090 -2.155 -2.253 -2.9 0.5 -0.7
H -3.619 -2.901 -2.866 -2.2 -1.2 1.1
H -4.374 -3.358 -1.231 -0.3 -1.5 1.3
H -4.189 0.861 1.674 1.1 -1.7 -1.5
H -2.659 2.481 2.346 -1.9 2.0 4.1
H 0.817 2.601 1.661 -2.8 1.5 0.1
H -0.232 3.996 1.019 1.0 0.1 0.0
H -0.445 3.547 2.502 -2.1 3.0 8.3
H 0.847 0.539 -1.212 -2.1 4.2 1.7
H 2.689 3.405 -2.063 1.6 4.7 -1.4
H 2.242 1.893 -2.947 0.6 1.5 3.3
H 3.551 2.378 0.023 -0.1 0.9 1.5
H 4.442 1.721 -1.269 0.1 0.4 -0.8
H 3.696 -0.393 -2.351 0.8 0.5 -1.0
H 3.103 -2.878 -1.703 -0.7 2.4 2.0
H 3.264 -4.774 -0.273 -3.5 1.2 -0.5
H 1.483 -4.383 -1.029 -1.9 0.4 -5.2
H 1.600 -5.467 0.254 0.6 2.5 -0.2
H 0.267 0.411 2.601 1.3 -3.0 0.6
H 0.380 -1.007 3.680 -6.5 -5.2 7.8
H 1.749 0.044 3.751 -1.8 -2.1 -2.3
H 2.208 0.965 1.428 0.3 -1.9 -2.5
H -1.422 -0.093 -1.567 -0.2 -0.3 -0.3
```
Forces are in eV/Å.

* HOMO: -8.513 eV
* relative energy (zero: lowest compared OMol25 entry of this formula, charge and spin): 445.91 kcal per mole
* LUMO: 0.001 Eh
* SMILES: COC(=O)c1ccc(C)c(NC(=O)CCc2ccc(OC)c(OC)c2)c1

---

4.
Here is one molecule with the formula C20H23NO6 from the Open Molecules 2025 dataset. Energies are from the ωB97M-V functional and the def2-TZVPD basis.

Geometry as XYZ:
```
50
Properties=species:S:1:pos:R:3:forces:R:3
C 5.114 0.030 -0.406 0.2 0.3 -0.2
O 3.947 -0.759 -0.240 -0.2 -0.3 0.2
C 2.947 -0.504 -1.099 0.1 0.2 -0.2
O 3.024 0.314 -1.980 0.0 0.0 0.1
C 1.751 -1.338 -0.831 -0.3 -0.1 0.0
C 1.819 -2.539 -0.131 0.1 0.1 0.0
C 0.662 -3.269 0.072 0.1 0.1 0.0
C -0.563 -2.805 -0.378 -0.2 -0.1 0.0
C -0.638 -1.586 -1.045 0.3 -0.3 0.1
N -1.844 -1.004 -1.441 0.1 0.1 -0.5
C -3.096 -1.265 -0.954 -0.1 0.4 -0.5
O -3.406 -2.281 -0.376 -0.1 -0.2 0.3
C -4.052 -0.104 -1.165 -0.1 -0.1 0.2
C -3.972 0.820 0.074 0.1 0.0 -0.1
C -2.541 1.113 0.433 0.1 0.2 0.3
C -1.840 2.133 -0.198 -0.1 0.1 -0.1
C -0.491 2.318 0.065 0.3 -0.1 0.1
O 0.278 3.298 -0.486 0.0 -0.4 0.3
C -0.323 4.202 -1.377 -0.1 0.2 -0.2
C 0.196 1.453 0.940 0.1 0.2 0.0
O 1.531 1.718 1.042 -0.4 -0.1 -0.3
C 2.295 1.187 2.099 0.4 -0.2 0.4
C -0.515 0.423 1.570 0.2 0.1 0.1
O 0.176 -0.429 2.393 0.0 0.5 -0.4
C -0.522 -1.474 3.023 -0.1 -0.2 0.1
C -1.878 0.286 1.323 -0.1 0.1 0.1
C 0.530 -0.873 -1.294 0.2 -0.1 0.0
H 5.602 -0.210 -1.354 0.0 0.0 0.1
H 4.853 1.090 -0.405 0.1 -0.1 0.0
H 5.767 -0.209 0.430 0.0 0.0 0.0
H 2.769 -2.893 0.235 0.1 0.0 0.0
H 0.708 -4.211 0.598 0.0 -0.1 0.0
H -1.464 -3.369 -0.200 0.0 0.0 0.0
H -1.719 -0.100 -1.878 -0.1 -0.1 0.2
H -3.789 0.453 -2.065 0.0 0.0 0.0
H -5.067 -0.486 -1.264 0.1 0.0 -0.1
H -4.515 1.742 -0.139 0.0 0.0 0.1
H -4.459 0.316 0.909 0.0 0.0 0.0
H -2.361 2.781 -0.885 0.0 0.1 -0.1
H 0.466 4.892 -1.669 -0.1 0.0 0.0
H -1.135 4.762 -0.900 0.0 0.0 0.0
H -0.706 3.698 -2.271 0.0 0.0 0.0
H 2.468 0.115 1.979 0.0 0.1 0.0
H 3.247 1.717 2.052 0.0 0.0 0.0
H 1.827 1.371 3.069 0.0 0.0 0.0
H 0.231 -2.021 3.589 -0.1 0.0 0.0
H -1.285 -1.093 3.710 0.0 0.0 0.0
H -0.985 -2.146 2.294 0.0 0.0 0.0
H -2.433 -0.504 1.800 0.0 -0.1 0.1
H 0.503 0.069 -1.822 0.0 0.1 -0.1
```
Forces are in eV/Å.

* HOMO: -7.776 eV
* relative energy (zero: lowest compared OMol25 entry of this formula, charge and spin): 53.16 kcal per mole
* LUMO: 0.025 Eh
* SMILES: COC(=O)c1cccc(NC(=O)CCc2cc(OC)c(OC)c(OC)c2)c1

---

Kohn-Sham gap, record by record: 0.2816 0.2820 0.3138 0.3107 Eh